[1]
C6H9NO | ωB97M-V/def2-TZVPD

ORCA input file:
```
! RIJCOSX wB97M-V def2-TZVPD def2/J DEFGRID3
* xyz 0 1
C -1.08847 -0.84430 -0.76492
C 0.24485 -1.02679 -0.24185
C -0.31463 1.16792 -0.66097
C 1.56000 0.69522 0.86197
C 0.80462 -2.10462 0.35405
C -0.63304 2.38936 -0.14233
O -2.11760 -1.61282 -0.29341
N 0.69966 0.30905 -0.05134
H -1.86012 -2.01424 0.54660
H -1.38277 -0.53939 -1.75891
H -0.24981 1.11784 -1.74291
H 2.03142 -0.02730 1.50267
H 1.74087 1.74981 0.98137
H 1.72635 -2.05062 0.90414
H 0.26865 -3.03880 0.41293
H -0.42696 2.66161 0.88237
H -1.00302 3.16806 -0.78949
*
```

Results
**Kohn-Sham gap (alpha / beta)**: 6.35 / 7.33 eV
**Highest occupied orbital energy (alpha / beta)**: -0.2299 / -0.2520 hartree
**Relative energy (zero: lowest compared OMol25 entry of this formula, charge and spin)**: 131.2 kcal/mol
**Strongest force on any atom**: 3.29 eV/Å
**M**: 111.1 g mol⁻¹

***

[2]
C6H9NO | ωB97M-V/def2-TZVPD

ORCA input file:
```
! RIJCOSX wB97M-V def2-TZVPD def2/J DEFGRID3
* xyz 0 1
C 0.93810 -1.60082 -0.18180
C 1.94929 -0.57926 -0.12027
C 1.44518 0.87727 0.32467
C 0.04313 1.18458 -0.17103
C -3.45417 -0.02916 0.01705
C -0.80011 -0.09387 -0.04069
N -0.32631 -1.36504 -0.11181
O -2.11546 0.27669 0.12174
H 1.28358 -2.69933 -0.21796
H 2.73251 -0.94823 0.58854
H 2.51779 -0.57588 -0.99193
H 1.56260 0.99571 1.37398
H 2.25009 1.51357 -0.17362
H -0.46883 2.04627 0.37941
H 0.27662 1.55033 -1.17016
H -3.58124 -1.11285 -0.04365
H -4.25274 0.56003 0.41750
*
```

Results
**Kohn-Sham gap (alpha / beta)**: 7.59 / 8.10 eV
**Highest occupied orbital energy (alpha / beta)**: -0.2561 / -0.2815 hartree
**Relative energy (zero: lowest compared OMol25 entry of this formula, charge and spin)**: 110.5 kcal/mol
**Strongest force on any atom**: 3.99 eV/Å
**M**: 111.1 g mol⁻¹

***

[3]
C6H9NO | ωB97M-V/def2-TZVPD

ORCA input file:
```
! RIJCOSX wB97M-V def2-TZVPD def2/J DEFGRID3
* xyz 0 1
C 0.14984 1.51307 -0.31642
C -1.07289 0.77664 -0.21230
C -1.38416 -0.59428 -0.82968
C -0.67759 -1.15494 0.47024
O -0.99403 0.13523 1.18524
C 0.85760 -0.81986 -0.24860
N 2.20177 -0.39775 0.08260
C 1.13328 0.47303 0.23751
H -0.08517 2.46918 0.05519
H 0.46182 1.42208 -1.39335
H -1.95604 1.34612 -0.53334
H -2.40537 -0.91316 -0.98015
H -0.88473 -0.89139 -1.77878
H -1.19766 -2.03828 0.83642
H 0.80784 -1.18870 -1.40766
H 2.51676 -0.37778 -0.86622
H 1.24591 0.71240 1.40326
*
```

Results
**Kohn-Sham gap**: 9.83 eV
**SMILES**: C1[C@H]2C[C@H](O2)[C@@H]2N[C@@H]12
**Highest occupied orbital energy**: -0.3265 hartree
**Relative energy (zero: lowest compared OMol25 entry of this formula, charge and spin)**: 180.1 kcal/mol
**Strongest force on any atom**: 7.06 eV/Å
**M**: 111.1 g mol⁻¹

***

[4]
C6H9NO | ωB97M-V/def2-TZVPD

ORCA input file:
```
! RIJCOSX wB97M-V def2-TZVPD def2/J DEFGRID3
* xyz 0 1
C 0.92791 -1.24045 0.27247
C 1.84790 -0.05991 0.28975
C 3.20895 -0.43739 -0.08734
C 1.22024 1.25424 0.02176
C -0.16130 1.32961 -0.11698
C -2.54808 0.21225 0.13040
H 0.42190 -1.49982 -0.65322
H 1.37982 -2.40670 0.75686
H -0.25839 -0.97494 0.85611
H 4.06653 0.25899 -0.59374
H 3.65552 -1.49722 -0.80082
H 1.58308 2.23806 -0.18141
H -0.61669 2.34653 0.07364
H -0.79527 -0.72216 -0.92165
H -3.25420 1.20418 1.13662
N -1.05324 0.23957 -0.13444
O -3.22292 -0.87176 -0.22396
*
```

Results
**Kohn-Sham gap**: 7.58 eV
**Highest occupied orbital energy**: -0.2911 hartree
**Relative energy (zero: lowest compared OMol25 entry of this formula, charge and spin)**: 235.4 kcal/mol
**Strongest force on any atom**: 7.97 eV/Å
**M**: 111.1 g mol⁻¹

***

[5]
C6H9NO | ωB97M-V/def2-TZVPD

ORCA input file:
```
! RIJCOSX wB97M-V def2-TZVPD def2/J DEFGRID3
* xyz 0 1
C 1.92436 0.87758 0.46968
C -0.94910 1.85665 0.14201
C 0.89022 -0.14200 0.08700
N -1.94178 -1.00670 -0.63354
C -0.30292 -0.15859 0.93429
C -1.52980 -0.64279 0.61638
C 1.09273 -0.98513 -0.92396
O -1.39278 1.75362 -0.91099
H -1.38157 -0.64153 -1.39202
H -2.93287 -0.98376 -0.80501
H -0.13327 0.11240 1.96578
H -2.28333 -0.72308 1.38947
H 1.49039 1.88007 0.45772
H 2.77665 0.84319 -0.20925
H 2.27479 0.68086 1.48836
H 1.99585 -0.94601 -1.50961
H 0.40246 -1.77475 -1.16634
*
```

Results
**Kohn-Sham gap**: 8.79 eV
**Highest occupied orbital energy**: -0.2875 hartree
**Relative energy (zero: lowest compared OMol25 entry of this formula, charge and spin)**: 41.8 kcal/mol
**Strongest force on any atom**: 2.10 eV/Å
**M**: 111.1 g mol⁻¹

***

[6]
C6H9NO | ωB97M-V/def2-TZVPD

ORCA input file:
```
! RIJCOSX wB97M-V def2-TZVPD def2/J DEFGRID3
* xyz 0 1
O 0.48558 2.09220 0.09991
C 1.06749 1.02866 -0.16569
C 2.42524 0.13915 0.07014
C 1.25013 -1.04071 -0.13326
N 0.43673 -0.02012 -0.38581
C -0.96186 -0.02433 -0.74901
C -1.89420 -0.45426 0.53220
C -1.87319 0.82722 -0.19272
H 2.55631 0.25376 1.14340
H 3.33507 0.14983 -0.41412
H 1.07430 -1.60283 0.77741
H 1.30764 -1.73151 -0.88783
H -1.25408 -0.60988 -1.66254
H -2.78844 -1.31879 0.78598
H -1.10889 -0.57237 1.53750
H -2.87254 1.17653 -0.63883
H -1.18531 1.70744 0.28328
*
```

Results
**Kohn-Sham gap**: 9.73 eV
**SMILES**: O=C1CCN1C1CC1
**Highest occupied orbital energy**: -0.3236 hartree
**Relative energy (zero: lowest compared OMol25 entry of this formula, charge and spin)**: 130.7 kcal/mol
**Strongest force on any atom**: 8.67 eV/Å
**M**: 111.1 g mol⁻¹

***

[7]
C6H9NO | ωB97M-V/def2-TZVPD

ORCA input file:
```
! RIJCOSX wB97M-V def2-TZVPD def2/J DEFGRID3
* xyz 0 1
C 1.90599 0.36373 0.16461
C 0.35656 -0.80312 -0.48598
C 0.40554 0.56258 0.30063
C -0.87236 1.24863 -0.04985
C -1.78995 -0.02219 -0.23708
C -1.00129 -1.22299 -0.28440
H 2.29803 0.72353 -0.85904
H 2.46468 0.86971 0.94208
H 1.67115 -1.43690 1.07534
H 0.42568 -0.54287 -1.56428
H 0.35823 0.41265 1.37916
H -0.90363 1.85420 -0.98468
H -1.28625 1.86624 0.80037
H -2.82092 0.19110 -0.55281
H -1.46008 -2.10500 -0.75274
N 1.83831 -1.11570 0.12202
O -1.58970 -0.84360 0.98664
*
```

Results
**Kohn-Sham gap**: 10.44 eV
**Highest occupied orbital energy**: -0.3443 hartree
**Relative energy (zero: lowest compared OMol25 entry of this formula, charge and spin)**: 97.6 kcal/mol
**Strongest force on any atom**: 3.67 eV/Å
**M**: 111.1 g mol⁻¹

***

[8]
C6H9NO | ωB97M-V/def2-TZVPD

ORCA input file:
```
! RIJCOSX wB97M-V def2-TZVPD def2/J DEFGRID3
* xyz 0 1
C 0.12083 -0.37652 -0.55907
C 0.49047 0.44200 -1.81334
C -0.15630 1.00031 0.02938
C -0.29318 0.88598 1.55570
C -0.97202 -0.52311 1.50235
C -0.94303 -1.02772 0.22518
H 1.41302 -2.03157 -0.25839
H 2.04572 -0.45310 -0.40033
H -0.31842 0.67664 -2.51363
H 1.11410 -0.16920 -2.50117
H -1.07461 1.23303 -0.43136
H -0.99463 1.70519 1.89692
H 0.60536 0.88187 2.21903
H -1.69670 -0.86764 2.23904
H -1.48221 -1.97781 -0.08964
N 1.32739 -0.99778 -0.06994
O 0.81419 1.59942 -1.03074
*
```

Results
**Kohn-Sham gap**: 9.74 eV
**Highest occupied orbital energy**: -0.3200 hartree
**Relative energy (zero: lowest compared OMol25 entry of this formula, charge and spin)**: 105.6 kcal/mol
**Strongest force on any atom**: 3.55 eV/Å
**M**: 111.1 g mol⁻¹